Record 1
# C27H26F3N2S

A gas-phase ion, C27H26F3N2S (charge +1) at a distorted geometry (the ωB97M-V functional and the def2-TZVPD basis, OMol25).

The geometry in XYZ format:
```
59
C27H26F3N2S the ωB97M-V functional and the def2-TZVPD basis
F -4.778 -2.107 -2.340
C -4.318 -1.058 -1.575
C -5.067 0.106 -1.591
C -4.682 1.038 -0.637
F -5.399 2.216 -0.557
C -3.547 0.877 0.168
C -2.571 -0.126 -0.153
C -1.103 -0.039 0.539
C -1.090 -1.280 1.510
C -1.091 -1.075 2.920
C -0.977 -2.138 3.813
C -0.958 -3.462 3.373
C -1.182 -3.662 2.023
F -1.096 -4.953 1.548
C -1.305 -2.621 1.098
C -3.113 -1.203 -0.872
H -5.933 0.261 -2.236
H -3.363 1.621 0.948
H -1.253 0.793 1.264
H -1.152 -0.054 3.309
H -0.831 -1.942 4.875
H -0.774 -4.298 4.050
H -1.442 -2.911 0.063
H -2.700 -2.196 -0.864
C 0.192 4.087 -1.620
C -0.320 2.891 -0.790
C -0.224 3.223 0.701
C -1.678 2.593 -1.328
C 0.484 1.592 -1.075
C 1.928 2.006 -1.005
C 2.840 0.888 -1.376
N 2.480 -0.275 -0.560
C 3.443 -1.268 -0.322
C 2.954 -2.225 0.546
C 3.722 -3.336 0.866
C 5.000 -3.457 0.312
C 5.497 -2.472 -0.550
C 4.726 -1.355 -0.873
S 1.364 -1.810 1.082
C 1.260 -0.478 0.054
N 0.098 0.249 -0.144
H 0.278 3.824 -2.689
H -0.545 4.899 -1.543
H 1.155 4.500 -1.280
H -0.278 2.329 1.333
H 0.733 3.720 0.924
H -1.040 3.900 0.970
H -1.952 1.621 -0.973
H -2.417 3.316 -1.004
H -1.650 2.480 -2.413
H 0.253 1.235 -2.102
H 2.097 2.799 -1.746
H 2.179 2.441 -0.021
H 2.789 0.659 -2.456
H 3.871 1.192 -1.170
H 3.296 -4.076 1.531
H 5.608 -4.325 0.557
H 6.489 -2.581 -0.976
H 5.094 -0.568 -1.533
```

The maximum force comes out at 5.6 eV/Å. The calculation puts the energy above the lowest of the compared OMol25 structures with the same formula, charge and spin at 36.7 kcal/mol. The net charge is +1. The frontier orbital gap is 8.9269 eV.


Record 2
# C39H62Br2F5I3N4O10S2

A molecular structure, C39H62Br2F5I3N4O10S2 at a distorted geometry (the ωB97M-V functional and the def2-TZVPD basis, OMol25).

The geometry in XYZ format:
```
127
C39H62Br2F5I3N4O10S2 the ωB97M-V functional and the def2-TZVPD basis
C 2.107 1.239 1.601
C 0.926 1.232 0.584
C 1.189 1.766 -0.884
C 1.911 3.162 -0.644
C 1.578 0.793 -2.045
O 0.446 -0.088 -2.229
N -0.779 0.074 -1.702
O -1.563 -0.596 -2.262
C 1.664 1.524 -3.524
C 0.437 2.544 -3.695
C -1.049 2.140 -3.698
O -1.712 2.511 -2.784
I -2.352 1.105 -5.055
C 1.332 0.494 -4.700
S 1.045 1.018 -6.424
O 2.195 0.761 -7.304
O 0.038 0.128 -7.030
C 2.982 2.411 -3.805
C 2.866 3.998 -3.697
C 4.107 4.655 -2.969
N 5.038 5.265 -3.562
C 3.909 2.153 -5.066
F 5.221 2.449 -4.646
F 4.149 0.868 -5.456
C 3.876 3.056 -6.363
F 2.694 3.520 -6.814
F 4.664 4.155 -6.231
F 4.484 2.369 -7.359
O 3.902 2.225 -2.712
S 4.209 0.812 -2.007
O 5.414 0.235 -2.556
O 4.624 1.359 -0.708
C 2.728 -0.365 -1.824
C 2.985 -1.031 -0.440
Br 4.830 -1.269 0.336
C 2.170 -1.711 0.415
C 2.579 -2.310 1.783
Br 0.363 -2.196 -0.031
C 2.710 -1.588 -2.788
I 2.849 -3.791 -1.952
C 3.862 -1.871 -3.825
C 5.227 -2.478 -3.335
I 2.976 -3.681 -4.902
H 3.110 0.967 1.225
H 2.218 2.233 2.098
H 1.883 0.534 2.438
H 0.224 0.381 0.644
H 0.277 2.043 1.022
H 0.171 2.176 -1.137
H 1.391 4.005 -1.169
H 1.681 3.495 0.401
H 3.006 3.183 -0.684
H 0.599 3.172 -4.611
H 0.459 3.314 -2.889
H 0.397 -0.091 -4.525
H 2.113 -0.277 -4.866
H 0.598 2.298 -6.621
H 2.073 4.404 -3.052
H 2.749 4.555 -4.644
H 4.126 4.631 -1.854
H 5.673 5.600 -2.828
H 2.976 -1.474 2.407
H 1.705 -2.702 2.340
H 3.306 -3.146 1.696
H 1.775 -1.721 -3.382
H 3.948 -1.229 -4.710
H 5.485 -2.228 -2.282
H 6.005 -1.913 -3.918
H 5.410 -3.534 -3.595
C -5.666 -3.721 1.726
C -4.847 -2.527 1.171
C -5.799 -1.472 0.587
C -6.404 -1.876 -0.755
C -5.317 -2.288 -1.741
C -4.373 -3.361 -1.181
N -3.856 -3.021 0.174
O -2.944 -2.098 0.034
C -5.101 -4.722 -1.139
C -3.235 -3.588 -2.190
C -4.168 -1.926 2.413
H -5.956 -3.558 2.765
H -6.595 -3.891 1.181
H -5.083 -4.644 1.712
H -5.262 -0.527 0.448
H -6.607 -1.270 1.296
H -7.129 -2.685 -0.623
H -6.967 -1.034 -1.168
H -5.780 -2.649 -2.662
H -4.740 -1.398 -2.017
H -4.485 -5.482 -0.653
H -5.311 -5.075 -2.150
H -6.064 -4.689 -0.636
H -2.691 -2.673 -2.418
H -3.633 -3.956 -3.137
H -2.522 -4.329 -1.821
H -3.473 -2.638 2.865
H -4.915 -1.664 3.165
H -3.624 -1.008 2.190
C -0.575 1.624 7.984
C -0.871 1.882 6.485
C -2.346 1.568 6.187
C -2.655 0.073 6.147
C -1.704 -0.655 5.204
C -0.225 -0.374 5.505
N 0.066 1.082 5.643
O 0.075 1.606 4.436
C 0.193 -1.119 6.791
C 0.631 -1.027 4.410
C -0.657 3.394 6.312
H -0.777 2.509 8.589
H -1.186 0.828 8.409
H 0.476 1.378 8.145
H -2.627 2.000 5.219
H -2.984 2.044 6.937
H -2.603 -0.357 7.152
H -3.684 -0.076 5.810
H -1.893 -1.730 5.257
H -1.934 -0.355 4.175
H 1.212 -0.858 7.083
H 0.169 -2.199 6.633
H -0.464 -0.934 7.638
H 0.362 -0.681 3.411
H 0.492 -2.110 4.408
H 1.694 -0.831 4.568
H 0.381 3.669 6.509
H -1.287 3.948 7.010
H -0.924 3.744 5.314
```

The maximum force comes out at 7.1 eV/Å. The multiplicity is 3. The calculation puts the energy above the lowest of the compared OMol25 structures with the same formula, charge and spin at 0.0 kcal/mol. The frontier orbital gap is 6.3061 eV.


Record 3
# C26H34AuN4O3S2

A molecular structure, C26H34AuN4O3S2 at a distorted geometry (the ωB97M-V functional and the def2-TZVPD basis, OMol25).

The geometry in XYZ format:
```
70
C26H34AuN4O3S2 the ωB97M-V functional and the def2-TZVPD basis
Au 1.471 -1.707 -1.896
C 3.064 -2.166 2.800
C 1.741 -2.274 3.121
C 0.854 -2.903 2.256
C 1.283 -3.331 1.023
N 2.624 -3.273 0.703
C 3.483 -2.826 1.595
C 0.355 -3.848 -0.064
C -0.668 -4.826 0.170
C -1.567 -5.195 -0.845
C -1.388 -4.655 -2.076
C -0.405 -3.745 -2.379
C 0.435 -3.320 -1.380
H 3.790 -1.599 3.367
H 1.404 -1.772 4.044
H -0.132 -3.068 2.613
H 4.539 -2.868 1.348
H -0.765 -5.206 1.154
H -2.392 -5.874 -0.624
H -2.072 -4.957 -2.829
H -0.287 -3.382 -3.398
N 2.436 0.025 -2.543
C 3.544 0.197 -1.653
C 3.398 0.936 -0.529
C 4.535 1.177 0.257
C 5.754 0.473 0.023
C 5.845 -0.481 -1.130
C 4.725 -0.529 -1.961
S 7.162 0.772 1.070
O 6.832 0.482 2.434
O 8.178 -0.117 0.543
O 7.361 2.175 0.856
H 2.726 -0.071 -3.527
H 1.717 0.752 -2.492
H 2.452 1.350 -0.236
H 4.435 1.848 1.174
H 6.726 -1.095 -1.175
H 4.746 -1.039 -2.946
C -3.936 3.327 3.158
C -2.832 4.370 2.754
C -2.102 4.077 1.468
C -1.272 2.795 1.492
N -0.553 2.375 0.243
C -1.307 1.896 -0.824
S -1.052 2.438 -2.396
N -2.158 0.876 -0.474
C -2.655 -0.080 -1.420
C -4.167 -0.299 -1.254
C -5.082 0.415 -2.269
C -4.982 1.955 -2.296
H -4.697 3.782 3.835
H -3.574 2.478 3.722
H -4.512 3.014 2.317
H -2.111 4.512 3.598
H -3.245 5.404 2.668
H -1.406 4.935 1.238
H -2.785 4.071 0.572
H -1.902 1.925 1.771
H -0.461 2.845 2.241
H 0.074 3.115 -0.108
H -2.112 0.605 0.503
H -2.077 -1.008 -1.249
H -2.446 0.305 -2.418
H -4.515 -0.037 -0.218
H -4.318 -1.360 -1.274
H -6.136 0.135 -2.112
H -4.761 -0.009 -3.222
H -5.338 2.410 -1.347
H -5.571 2.351 -3.145
H -3.945 2.325 -2.422
```

The maximum force comes out at 4.7 eV/Å. The multiplicity is 3. The net charge is +1. The frontier orbital gap (alpha / beta) is 6.5663 / 2.7191 eV.